The following is a quantum chemistry calculation of a structure of composition C45H41BrHgN3OP2, from the Open Molecules 2025 dataset.

- spin multiplicity = 2
- energy relative to the best compared isomer or geometry (same formula, charge and spin) (eV) = 0.471
- frontier orbital gap (alpha / beta) (hartree) = 0.241 / 0.299
- HOMO (alpha / beta) (eV) = -6.12 / -8.32

Last column: Löwdin spin population.
Cartesian coordinates (Å):
Hg: 0.08846 0.10740 -1.43109  0.375
C: 2.54918 0.03083 1.51019  0.005
C: 1.38879 0.79896 2.16689  0.011
P: 0.19110 -0.06902 3.28549  0.001
C: 1.16337 -0.53455 4.76636  0.000
C: 0.48152 -0.49031 5.98254  0.000
C: 1.11315 -0.82233 7.17470  0.000
C: 2.44646 -1.20003 7.16950  0.000
C: 3.14280 -1.24641 5.96875  0.000
C: 2.50735 -0.91698 4.78034  0.000
C: 0.00418 -1.66667 2.40280  0.002
C: 0.59673 -2.86824 2.78061  0.000
C: 0.38806 -4.02486 2.03634  0.001
C: -0.42027 -3.99946 0.90983  0.000
C: -1.03592 -2.81224 0.53436  0.002
C: -0.82710 -1.66187 1.27921  0.009
P: 2.95877 0.73454 -0.15514  0.092
C: 3.57574 -0.72700 -1.07310  0.004
C: 4.22385 -1.80379 -0.46350  0.000
C: 4.62509 -2.90203 -1.20855  0.000
C: 4.39279 -2.93569 -2.57964  0.000
C: 3.77755 -1.86120 -3.20184  0.000
C: 3.36854 -0.76691 -2.44955  0.002
C: 4.52781 1.62538 0.18318  0.018
C: 4.46942 2.73040 1.03837  0.005
C: 5.57702 3.53774 1.23798  0.000
C: 6.76666 3.26235 0.57397  0.005
C: 6.83687 2.17260 -0.27893  0.000
C: 5.72465 1.36101 -0.47680  0.007
H: 2.27320 -1.01446 1.34918  0.001
H: 3.44476 0.05918 2.12915  0.000
H: 0.74087 1.21957 1.38961  0.014
H: 1.75743 1.65067 2.74578  0.000
H: -0.56065 -0.19311 5.99084  0.000
H: 0.56572 -0.77396 8.10715  0.000
H: 2.94311 -1.45800 8.09619  0.000
H: 4.18516 -1.53889 5.95733  0.000
H: 3.06413 -0.97405 3.85625  0.000
H: 1.22268 -2.90905 3.66282  0.000
H: 0.86129 -4.94968 2.34163  0.000
H: -0.57356 -4.89749 0.32510  0.000
H: -1.68092 -2.78603 -0.33438  0.000
H: -1.32282 -0.74012 0.99026  0.008
H: 4.41894 -1.78574 0.60258  0.000
H: 5.12348 -3.73100 -0.72213  0.000
H: 4.68642 -3.80242 -3.15807  0.000
H: 3.60209 -1.87746 -4.26963  0.000
H: 2.88409 0.07085 -2.93943  0.001
H: 3.54262 2.96239 1.55319  0.000
H: 5.50765 4.39522 1.89518  0.000
H: 7.63116 3.89690 0.71998  0.000
H: 7.75872 1.95298 -0.80253  0.000
H: 5.79770 0.51193 -1.14436  0.001
Br: -1.05589 -5.61225 -5.05592  -0.002
C: -0.74836 -4.01666 -4.08240  -0.009
C: -1.57673 -2.92751 -4.28836  0.011
C: -1.35458 -1.76304 -3.55198  0.022
C: -0.31460 -1.70434 -2.63944  0.274
C: 0.51257 -2.80249 -2.44886  0.021
C: 0.29526 -3.97197 -3.17055  0.011
H: -2.38425 -2.98612 -5.00694  0.002
H: -2.00686 -0.91283 -3.70839  0.002
H: 1.32819 -2.76978 -1.73424  0.003
H: 0.92547 -4.83985 -3.02286  0.002
C: -4.30219 0.95598 -5.08597  0.000
C: -4.93576 1.38972 -3.79026  0.000
C: -5.68867 2.55313 -3.70632  0.000
C: -6.25962 2.95721 -2.50704  0.000
C: -6.10110 2.18938 -1.36405  0.000
N: -6.69649 2.63807 -0.15733  0.000
C: -6.29407 2.43694 1.14387  0.000
O: -7.08573 2.46821 2.06443  0.000
N: -4.95049 2.19610 1.36931  0.000
C: -3.82936 2.64579 0.64690  0.001
C: -3.82851 3.79206 -0.13347  0.002
C: -2.66551 4.13829 -0.79851  0.001
C: -1.54004 3.34089 -0.65628  0.020
N: -1.52932 2.25183 0.10829  0.057
C: -2.64750 1.92130 0.74244  0.007
C: -5.38223 1.00103 -1.43825  0.000
C: -4.79576 0.62228 -2.63394  0.001
H: -4.54906 1.64347 -5.89411  0.000
H: -4.64280 -0.03984 -5.37540  0.000
H: -3.21474 0.91749 -5.00037  0.000
H: -5.82474 3.16585 -4.58982  0.000
H: -6.82708 3.87937 -2.45711  0.000
H: -7.63975 2.98834 -0.21115  0.000
H: -4.78200 1.79550 2.27861  0.000
H: -4.71782 4.40312 -0.21153  0.000
H: -2.62977 5.02710 -1.41387  0.000
H: -0.61256 3.58128 -1.16368  0.007
H: -2.61278 1.03462 1.37019  0.000
H: -5.28499 0.37230 -0.56306  0.000
H: -4.22568 -0.29986 -2.66755  0.000

The following is a quantum chemistry calculation of a structure of composition C45H42AsBrIN3O2PS3Ti, from the Open Molecules 2025 dataset.

- charge = -1
- energy relative to the best compared isomer or geometry (same formula, charge and spin) (eV) = 0.091
- frontier orbital gap (hartree) = 0.248
- HOMO (eV) = -4.44

Last column: Mulliken charge in e.
Cartesian coordinates (Å):
Ti: 0.26273 0.22059 -0.74916  -1.163
S: 1.73446 0.24305 1.33600  -0.114
C: 1.03750 -0.56169 2.73985  0.027
C: 1.45584 -0.11910 4.00206  -0.533
C: 0.99951 -0.71745 5.16099  -0.784
C: 0.10122 -1.77768 5.10056  -0.872
C: -0.32861 -2.21967 3.86075  -0.241
C: 0.13118 -1.62672 2.68705  -0.434
As: -0.46759 -2.18898 0.93851  1.739
C: -2.26580 -2.83487 1.38877  0.026
C: -2.72598 -4.06767 0.93860  -0.334
C: -4.02844 -4.47464 1.19515  -0.662
C: -4.88926 -3.65189 1.90504  -0.608
C: -4.43773 -2.41918 2.35868  -0.865
C: -3.13644 -2.01205 2.10135  -0.128
C: 0.38483 -3.93758 0.72983  -0.109
C: 1.06238 -4.59281 1.75082  -0.942
C: 1.66147 -5.82274 1.51539  -0.707
C: 1.59187 -6.40673 0.25874  -0.688
C: 0.92440 -5.75478 -0.76843  -0.606
C: 0.32836 -4.52396 -0.53412  0.073
H: 2.15018 0.71054 4.05267  0.452
H: 1.34206 -0.35047 6.12134  0.374
H: -0.26380 -2.24585 6.00580  0.393
H: -1.04009 -3.03543 3.79716  0.532
H: -2.07467 -4.72152 0.37378  0.362
H: -4.36856 -5.43628 0.83089  0.426
H: -5.90599 -3.96754 2.10416  0.346
H: -5.10077 -1.76857 2.91593  0.414
H: -2.79683 -1.04557 2.45062  0.410
H: 1.13933 -4.13473 2.72920  0.333
H: 2.19381 -6.32153 2.31580  0.383
H: 2.06557 -7.36302 0.07663  0.355
H: 0.87778 -6.19417 -1.75677  0.444
H: -0.17528 -4.01061 -1.34672  0.384
I: 2.83635 -2.29581 -0.83830  0.393
C: 3.99183 -0.57317 -1.04918  0.182
C: 5.30219 -0.69041 -0.67939  -0.643
C: 6.23050 0.31272 -1.02018  -0.958
C: 5.82969 1.33619 -1.82146  -0.884
C: 4.47848 1.45754 -2.23120  0.859
C: 4.12699 2.46137 -3.16571  -0.983
C: 2.83885 2.55321 -3.58893  -0.977
C: 1.83499 1.77059 -2.97575  -0.372
C: 2.07508 0.83221 -1.98958  0.377
C: 3.47623 0.56639 -1.74108  1.063
H: 5.63601 -1.58023 -0.16372  0.414
H: 7.26088 0.22440 -0.69959  0.387
H: 6.53905 2.07659 -2.17372  0.365
H: 4.90224 3.11377 -3.55092  0.337
H: 2.55845 3.27334 -4.34987  0.361
H: 0.81737 1.98206 -3.27389  0.548
C: -3.35150 3.25630 -1.87579  -1.805
C: -2.46854 2.25761 -1.16540  0.745
S: -1.29312 1.43415 -2.16499  -0.350
C: -2.57713 1.95267 0.13781  0.636
C: -3.57895 2.56637 1.07648  -1.700
S: -1.52247 0.74610 0.84552  0.172
H: -3.21677 3.17491 -2.95295  0.433
H: -3.11049 4.28439 -1.58909  0.272
H: -4.40712 3.08940 -1.65501  0.457
H: -4.26633 3.23285 0.55674  0.448
H: -3.08559 3.13679 1.86795  0.277
H: -4.16142 1.78315 1.56905  0.298
C: 2.24452 5.52780 -0.43010  -1.046
N: 2.80457 4.61212 0.55743  0.121
C: 2.16110 4.85721 1.84303  -1.029
N: 0.70301 4.78185 1.80903  0.150
C: 0.21648 5.69299 0.77838  -1.006
N: 0.78976 5.46566 -0.54428  0.158
C: 0.34989 4.17864 -1.09858  -1.526
P: 0.84943 2.72538 -0.04849  3.127
C: 2.63264 3.21896 0.13208  -0.839
C: 0.24065 3.41275 1.56224  -1.034
H: 2.68668 5.30799 -1.40448  0.446
H: 2.51621 6.54753 -0.14031  0.281
H: 2.43807 5.86348 2.17286  0.310
H: 2.53578 4.13294 2.56962  0.415
H: 0.46874 6.71314 1.08387  0.277
H: -0.87073 5.60490 0.71362  0.398
H: 0.76397 4.05353 -2.09965  0.340
H: -0.73743 4.18151 -1.19021  0.303
H: 3.12356 3.08296 -0.83116  0.220
H: 3.11643 2.55475 0.84840  0.459
H: 0.57508 2.75338 2.36538  0.156
H: -0.85004 3.39540 1.55503  0.164
Br: -4.43875 -5.16763 -4.59544  -0.240
C: -3.79126 -3.78230 -3.45899  -0.008
C: -4.61490 -3.30093 -2.45290  -0.472
C: -4.13626 -2.30011 -1.62246  -1.108
C: -2.85351 -1.79904 -1.79125  0.414
C: -2.04030 -2.29623 -2.80233  0.452
C: -2.51637 -3.29027 -3.65382  -0.804
C: -0.62400 -1.80407 -3.01016  -0.099
O: -0.01892 -2.04826 -4.03188  -0.720
O: -0.12477 -1.18062 -1.98168  0.631
H: -5.60942 -3.70539 -2.32188  0.442
H: -4.76049 -1.91926 -0.82328  0.461
H: -2.48761 -1.01825 -1.13829  0.575
H: -1.87619 -3.65672 -4.44416  0.591